Entry 1:
Entry from OMol25: a 14-piece molecular cluster, C5H39N2O13S overall (wB97M-V/def2-TZVPD).

```
! RIJCOSX wB97M-V def2-TZVPD def2/J DEFGRID3
* xyz -1 1
C 1.115 -1.481 -1.536
C 1.456 -1.963 -0.134
S 2.393 -3.494 -0.027
C 0.525 -0.061 -1.543
N -0.922 -0.081 -1.330
C -1.369 1.315 -1.182
C -2.858 1.460 -0.847
N -3.132 1.727 0.575
H 1.890 -1.508 -2.317
H 0.429 -2.183 -2.037
H 0.535 -2.076 0.442
H 1.965 -1.137 0.307
H 0.913 0.539 -0.697
H 0.959 0.432 -2.406
H -1.201 -0.429 -0.407
H -0.836 1.860 -0.388
H -1.120 1.981 -2.008
H -3.362 0.591 -1.234
H -3.294 2.253 -1.450
H -3.559 2.640 0.629
H -2.280 1.729 1.112
H 2.598 0.640 4.225
H 2.886 0.069 3.022
O 3.300 0.083 3.903
H -0.069 -1.562 -4.418
H -0.918 -0.606 -3.710
O -0.299 -0.636 -4.422
H 2.054 4.527 -0.345
H 2.812 4.225 -1.559
O 2.135 4.797 -1.280
H -3.313 -2.834 0.525
H -1.927 -2.548 1.143
O -2.677 -3.194 1.168
H -1.447 -3.954 -1.070
H -2.791 -3.299 -1.252
O -2.012 -3.550 -1.731
H -1.019 1.127 2.930
H 0.334 1.119 1.990
O -0.743 0.942 1.994
H 2.883 1.555 -0.037
H 4.361 1.598 -0.024
O 3.611 2.092 -0.344
H 3.633 -3.058 -0.289
H 2.028 1.068 1.098
O 1.716 1.339 1.971
H -3.660 -0.247 0.431
H -4.025 -1.013 -0.918
O -3.600 -1.059 -0.064
H -3.023 -2.212 -2.696
H -2.352 -0.868 -2.351
O -3.087 -1.260 -2.876
H 3.282 3.396 1.400
H 2.421 2.707 2.350
O 2.837 3.629 2.231
H -1.085 -1.956 2.809
H -0.441 -0.854 1.757
O -0.595 -1.794 1.978
H -0.307 2.763 1.853
H 0.556 4.120 2.099
O -0.288 3.682 2.184
*
```

## Properties
E_LUMO: 2.344 eV
Kohn-Sham gap: 9.28 eV
Energy relative to the best compared isomer or geometry (same formula, charge and spin): 170.2 kJ/mol

Atomic partial charges in e from the Löwdin method, atoms 1 to 6: -0.255, -0.583, 0.711, -0.229, -0.049, -0.199

Entry 2:
Entry from OMol25: a 15-piece molecular cluster, C5H39NO14 overall (wB97M-V/def2-TZVPD).

```
! RIJCOSX wB97M-V def2-TZVPD def2/J DEFGRID3
* xyz 0 1
C 0.536 1.229 -0.024
C 0.043 -0.129 0.445
C -0.404 -1.020 -0.698
C 0.367 -1.994 -1.201
C -1.790 -0.789 -1.203
N 1.986 1.189 -0.380
H -0.040 1.689 -0.854
H 0.501 1.933 0.804
H 0.823 -0.664 1.014
H -0.748 -0.009 1.190
H 0.050 -2.609 -1.978
H 1.324 -2.246 -0.800
H -2.558 -0.989 -0.397
H -2.077 -1.454 -2.059
H -1.933 0.285 -1.528
H 2.200 0.341 -0.962
H 2.168 1.970 -0.929
H -1.416 3.351 0.049
H -1.556 4.439 1.094
O -1.002 3.699 0.872
H -0.580 -3.245 0.498
H -1.829 -3.012 1.327
O -1.032 -3.544 1.273
H 0.985 0.310 4.159
H 0.164 -0.733 3.321
O 0.692 0.139 3.275
H 0.282 1.606 -3.049
H -0.844 1.847 -4.065
O -0.672 1.596 -3.184
H 3.621 -2.509 0.350
H 3.369 -1.071 0.645
O 3.531 -1.665 -0.101
H -2.933 -0.811 1.725
H -3.745 -1.986 2.443
O -2.880 -1.749 2.064
H 2.921 0.701 1.311
H 2.178 -0.037 2.376
O 3.023 0.014 1.938
H -1.562 -1.915 3.227
H -0.339 -2.843 2.849
O -0.644 -2.135 3.497
H 2.459 1.667 -3.970
H 2.286 0.481 -2.965
O 1.990 1.415 -3.149
H -1.060 2.560 2.191
H -0.513 1.331 2.889
O -1.281 1.883 2.851
H -1.594 2.235 -1.850
H -2.872 3.086 -1.758
O -2.228 2.607 -1.257
H -0.320 -0.540 -3.591
H 0.970 -1.212 -3.541
O 0.168 -1.209 -4.072
H 3.001 -1.328 -1.626
H 3.690 -1.335 -3.146
O 2.854 -1.068 -2.613
H -2.558 1.260 1.997
H -2.900 1.133 0.484
O -3.198 0.794 1.340
*
```

## Properties
E_LUMO: 0.103 eV
Kohn-Sham gap: 9.42 eV
Energy relative to the best compared isomer or geometry (same formula, charge and spin): 146.6 kJ/mol

Atomic partial charges in e from the Löwdin method, atoms 1 to 6: -0.197, -0.142, -0.332, 0.024, -0.047, 0.030

Entry 3:
Entry from OMol25: C5H3AgO3 as an isolated structure (wB97M-V/def2-TZVPD).

```
! RIJCOSX wB97M-V def2-TZVPD def2/J DEFGRID3
* xyz 1 2
C -0.951 -0.737 0.144
C -0.038 -0.024 0.684
O 0.860 0.516 1.226
C -2.202 -1.494 0.072
C -3.163 -0.543 0.737
O -3.405 -0.592 1.938
C -2.641 2.879 2.081
O -3.447 2.420 2.739
Ag -4.806 0.360 3.541
H -2.473 -1.665 -0.982
H -2.126 -2.448 0.615
H -3.626 0.239 0.103
*
```

## Properties
Expectation value of S²: 0.762
E_LUMO (alpha / beta): -5.732 / -5.732 eV
Kohn-Sham gap (alpha / beta): 7.20 / 6.76 eV
Energy relative to the best compared isomer or geometry (same formula, charge and spin): 0.0 kJ/mol

Atomic partial charges in e from the Löwdin method, atoms 1 to 6: 0.082, -0.192, 0.184, -0.139, -0.218, -0.069

Entry 4:
Entry from OMol25: C5H3Cl2NO3TbY as an isolated structure (wB97M-V/def2-TZVPD).

```
! RIJCOSX wB97M-V def2-TZVPD def2/J DEFGRID3
* xyz 4 7
Y 3.860 -0.110 0.565
Tb -0.783 -0.649 -0.915
Cl 1.846 1.323 0.037
Cl 0.823 -2.087 0.319
C -1.776 -2.693 -1.351
C 4.434 0.676 -1.440
C 4.224 -1.882 -0.930
O -2.172 -3.779 -1.547
O 4.512 0.887 -2.614
O 4.449 -2.577 -1.842
C -3.515 2.113 1.863
C -2.652 1.224 1.156
N -2.013 0.473 0.530
H -4.073 2.762 1.154
H -2.928 2.775 2.540
H -4.237 1.545 2.474
*
```

## Properties
Expectation value of S²: 12.686
E_LUMO (alpha / beta): -16.878 / -16.876 eV
Kohn-Sham gap (alpha / beta): 8.19 / 8.24 eV
Energy relative to the best compared isomer or geometry (same formula, charge and spin): 104.5 kJ/mol

Atomic partial charges in e from the Löwdin method, atoms 1 to 6: 1.488, 1.504, 0.022, -0.043, -0.069, -0.056

Entry 5:
Entry from OMol25: a 2-piece molecular cluster, C5H3ClN2S overall (wB97M-V/def2-TZVPD).

```
! RIJCOSX wB97M-V def2-TZVPD def2/J DEFGRID3
* xyz 0 1
C 2.722 -1.174 0.077
C -0.733 -0.688 0.208
C -1.755 0.683 -1.627
C 0.059 -0.008 -0.617
C 2.650 0.121 0.364
N 2.803 -2.303 -0.069
N -0.473 0.811 -1.506
S -2.419 -0.312 -0.386
Cl 3.581 1.288 -0.581
H -0.441 -1.161 1.074
H -2.439 1.385 -2.114
H 1.949 0.469 1.085
*
```

## Properties
E_LUMO (alpha / beta): -1.132 / -1.520 eV
Kohn-Sham gap (alpha / beta): 8.18 / 8.06 eV
Energy relative to the best compared isomer or geometry (same formula, charge and spin): 229.9 kJ/mol

Atomic partial charges in e from the Löwdin method, atoms 1 to 6: -0.400, -0.324, -0.479, -0.200, -0.511, 0.191

Entry 6:
Entry from OMol25: one molecule with the formula C5H3ClNO2P (wB97M-V/def2-TZVPD).

```
! RIJCOSX wB97M-V def2-TZVPD def2/J DEFGRID3
* xyz 0 1
C 1.085 -1.374 0.315
C 0.873 -0.553 -0.734
C 0.378 -1.053 1.492
C 0.123 0.687 -0.547
C -0.365 0.947 0.757
N -0.286 0.106 1.738
O -0.065 1.450 -1.605
O -2.307 0.494 -1.132
P -1.723 1.450 -2.051
Cl -1.061 2.486 1.109
H 1.725 -2.248 0.046
H 1.316 -0.642 -1.760
H 0.306 -1.751 2.371
*
```

## Properties
Structure (SMILES): O=POc1cccnc1Cl
E_LUMO: -0.753 eV
Kohn-Sham gap: 8.30 eV

Atomic partial charges in e from the Löwdin method, atoms 1 to 6: -0.079, -0.011, -0.119, -0.438, -0.726, 0.061

| no. | M (g mol⁻¹) |
| --- | --- |
| 1 | 367.44 |
| 2 | 337.36 |
| 3 | 218.94 |
| 4 | 443.82 |
| 5 | 158.61 |
| 6 | 175.51 |